Entry 1:
55
Properties=species:S:1:pos:R:3:forces:R:3 method="wB97M-V/def2-TZVPD" s_squared=0.752 charge=-1 energy_ev=-123501.43316 multiplicity=2 lumo_ev="2.4 / 1.9" orbital_gap_ev="7.895 / 7.310" e_homo_ev="-5.45 / -5.44"
Cu -1.130686 0.015640 0.709469 0.0353 -0.3850 -0.1712
N 1.550733 0.189049 -6.247949 0.0871 -0.1305 -0.0399
C 1.648928 0.175971 -4.856526 0.0154 0.0846 0.0628
C 0.721929 -0.532835 -4.090726 -0.0200 -0.0307 -0.0099
C 0.841793 -0.582248 -2.714792 0.0165 0.0474 -0.0160
C 1.889442 0.085781 -2.094003 -0.0095 0.0869 -0.0165
C 2.808925 0.806156 -2.838312 -0.0210 -0.0446 0.0713
C 2.695326 0.842695 -4.216447 -0.0242 0.0197 -0.0792
S 2.004823 0.032604 -0.335745 -0.2332 -0.5895 0.1215
O 1.817814 -1.359862 0.027749 -0.1755 0.0485 0.1056
O 3.231202 0.662419 0.056833 0.0790 0.1268 0.0086
N 0.694520 0.787651 0.232152 -0.0403 0.9275 -0.1433
C 0.594122 2.155699 0.097177 0.1656 -0.1787 -0.0103
N 1.438891 2.851102 -0.684039 -0.0304 -0.0992 0.0240
C 1.258107 4.161042 -0.747996 0.0385 -0.0909 -0.0147
C 0.253481 4.824482 -0.064781 0.0116 0.0027 -0.0136
C -0.575596 4.016882 0.696940 -0.0351 -0.0485 0.0335
N -0.422088 2.708124 0.787858 -0.0765 -0.0246 0.0905
H 0.642143 -0.030010 -6.618861 -0.0478 0.0467 -0.0005
H 1.987350 0.969500 -6.707577 -0.0237 0.0483 0.0011
H -0.100509 -1.043241 -4.580374 0.0201 -0.0007 0.0155
H 0.115742 -1.124712 -2.118606 0.0355 -0.0022 -0.0310
H 3.598017 1.334702 -2.319283 -0.0239 -0.0089 -0.0381
H 3.412713 1.402426 -4.807752 -0.0065 -0.0262 0.0131
H 1.952330 4.702709 -1.386103 -0.0223 -0.0057 0.0230
H 0.121682 5.894588 -0.125510 -0.0044 -0.0049 0.0005
H -1.401790 4.440184 1.262929 0.0112 -0.0052 -0.0069
N -1.118485 1.052286 3.641354 0.0042 0.0167 -0.0607
C -0.389105 -0.060673 3.437408 0.1151 -0.0583 0.0563
O -0.574255 -0.763408 2.389683 0.0484 0.1008 0.0456
C 0.553127 -0.455811 4.419441 0.0229 -0.0462 0.1072
C 1.301762 -1.644451 4.254468 -0.0906 0.2306 -0.0441
N 1.906280 -2.620554 4.118380 0.0257 0.1384 0.1589
C 0.710783 0.309475 5.599621 0.0767 -0.2224 0.0945
N 0.820634 0.928993 6.570584 -0.0592 0.0599 -0.1528
H -0.876275 1.672919 4.393437 -0.0142 0.0133 0.0017
H -1.727167 1.375727 2.903339 -0.0079 -0.0060 -0.0186
Cl -5.392298 0.506425 -1.355485 0.0290 0.0588 0.0285
C -4.434230 1.765674 -0.517405 0.0483 -0.0573 -0.0084
C -3.169207 1.153179 0.052707 0.0529 -0.0033 0.0748
O -2.212583 0.906310 -0.736647 -0.0556 -0.0845 0.0917
O -3.103254 0.902608 1.278988 0.0330 0.0061 -0.1831
H -5.044616 2.165690 0.283442 -0.0392 0.0138 0.0138
H -4.190028 2.526982 -1.251912 0.0140 0.0079 -0.0065
S -1.858719 -2.172276 -0.369355 0.0824 0.0937 0.0544
C -1.130606 -3.460970 0.447269 -0.2013 -0.0208 0.0637
N -0.048122 -3.256040 1.248706 0.3880 0.2401 -0.1681
C 0.487699 -4.206501 2.020865 0.0981 -0.1016 0.0061
C -0.033559 -5.467728 1.988769 -0.1213 -0.0687 -0.0359
C -1.082892 -5.667905 1.086200 -0.0296 0.0831 -0.1201
N -1.619480 -4.720405 0.346006 0.0414 -0.0294 0.0495
H 0.409373 -2.334012 1.219995 -0.2009 -0.1943 0.0498
H 1.310552 -3.902428 2.652751 0.0301 0.0056 -0.0710
H 0.359134 -6.258143 2.609656 0.0008 0.0257 -0.0337
H -1.503824 -6.661436 0.952034 -0.0125 0.0354 0.0268

=====

Entry 2:
50
Properties=species:S:1:pos:R:3:forces:R:3 method="wB97M-V/def2-TZVPD" s_squared=8.781 charge=-1 energy_ev=-78584.31703 multiplicity=6 lumo_ev="2.2 / 2.0" orbital_gap_ev="3.494 / 2.832" e_homo_ev="-1.29 / -0.87"
Mn -1.627966 0.340899 -1.855191 -0.6888 0.4838 -0.6212
N -1.662578 -1.323770 -3.182538 1.6913 0.3707 -3.4037
C -2.946684 -1.981920 -3.370375 -1.4027 0.1488 -0.4566
C -4.198171 -1.012161 -3.149685 -0.2815 -2.1670 -0.2021
C -4.030173 0.449390 -3.489116 2.8670 -0.2212 0.9967
O -4.426199 0.824105 -4.548664 -1.0220 1.0667 -1.1072
O -3.216465 1.139199 -2.680754 -0.8871 -0.6575 -0.2878
H -1.545398 -0.780465 -4.116666 0.0222 -0.5723 1.8797
H -0.887041 -2.014718 -3.325782 -0.8050 0.7148 0.6730
H -2.944639 -2.892755 -2.778203 -0.4696 0.2293 0.6127
H -3.059766 -2.373562 -4.387878 0.2836 0.2850 -0.0578
H -4.623911 -1.179375 -2.169855 0.1069 0.1986 0.4947
H -4.939730 -1.396664 -3.867650 0.1134 0.1770 0.3602
O 1.428857 0.788116 -1.526514 -0.9387 0.1002 1.1047
C 0.823779 0.696751 -0.470002 0.3664 0.1743 -0.1753
N 1.272756 1.105375 0.786936 0.5588 0.2279 -0.7671
C 0.613130 0.367911 1.841201 0.3093 0.2354 -0.3029
C -0.693329 0.047387 1.047005 -1.6779 0.0231 -0.2864
O -1.777898 -0.225417 1.547616 0.9840 -0.1846 -0.2260
N -0.482493 0.182100 -0.306097 1.7250 0.0525 1.7562
C 0.308828 1.192301 3.119306 -0.9711 -0.2559 -0.1062
C 1.064826 1.099440 4.283174 -0.8089 -0.0387 0.9565
C 0.667055 1.686824 5.497209 -0.2846 -0.1021 0.5574
C -0.511270 2.467386 5.546753 1.0154 -0.1023 -0.1291
C -1.231807 2.605601 4.371709 -1.4289 0.8174 -1.1232
C -0.889387 1.932772 3.194263 0.7027 0.4664 -0.8454
C 1.272664 -1.005099 2.114541 -1.7359 -0.8575 0.9088
C 0.514797 -1.799787 3.032650 0.3790 0.8175 1.0731
C 0.983078 -3.035321 3.463203 -0.2570 0.1476 -1.1715
C 2.034610 -3.614546 2.744233 0.0396 0.0060 0.3163
C 2.722184 -2.913750 1.774368 -0.4623 0.8583 0.2892
C 2.348678 -1.587194 1.463646 0.2630 0.0805 -0.0924
H 2.162051 1.588628 0.834367 -0.1100 -0.4911 0.2266
H 1.853803 0.395585 4.375720 0.8754 -0.3642 -0.3714
H 1.241715 1.420219 6.437375 -0.7035 0.6239 -1.2936
H -0.816415 3.019313 6.440881 0.1318 -0.4121 -0.2316
H -2.131999 3.288093 4.268256 1.1288 -0.9577 0.5949
H -1.491437 2.059920 2.259110 0.4564 -0.1039 1.2376
H -0.381582 -1.344003 3.527010 0.9360 -0.4621 -0.5978
H 0.498677 -3.599489 4.252713 -0.1258 0.1152 -0.1355
H 2.303550 -4.638245 2.945751 0.2383 -0.1456 0.1870
H 3.588751 -3.364557 1.328403 0.1034 -0.0675 -0.4139
H 2.896078 -1.029922 0.697491 -0.1410 -0.1472 0.2907
F 1.796131 0.994315 -4.246172 0.1260 -0.7509 2.3572
C 2.294154 1.340410 -5.434129 -2.8346 6.3059 -1.6401
F 2.661571 0.299493 -6.116009 2.2045 -3.0730 -1.3032
C 3.084395 2.640344 -5.508875 -1.3109 -4.5543 -0.0174
F 3.962398 2.438888 -6.528401 0.3224 1.2114 -0.1223
F 2.344817 3.777807 -5.757616 0.6527 -0.2484 0.0605
F 3.773002 2.924151 -4.378719 0.7444 0.9989 0.5551

=====

Entry 3:
47
Properties=species:S:1:pos:R:3:forces:R:3 method="wB97M-V/def2-TZVPD" s_squared=6.082 charge=0 energy_ev=-83280.30629 multiplicity=5 lumo_ev="0.0 / -2.2" orbital_gap_ev="5.747 / 6.880" e_homo_ev="-5.72 / -9.04"
C 2.638836 3.094008 2.594585 0.1546 0.2354 0.3310
C 2.303496 1.719920 2.089479 0.2443 0.0928 0.1212
O 0.868738 1.656023 1.972056 -0.2146 -1.5890 -0.5858
C 0.393491 0.400139 1.767325 1.7325 -0.5932 0.4200
C -1.033565 0.483834 1.389066 -1.2821 -0.2911 1.7048
F -1.694735 -0.684443 1.428249 0.4328 0.8736 -0.2909
S -1.894606 1.872010 2.312705 -0.8328 0.9239 0.0036
C -3.682828 1.626057 2.331017 0.0601 -0.2592 -0.2573
C -4.436877 2.143292 1.277916 0.1105 -0.1459 -0.1076
C -5.819394 1.959098 1.270237 0.1027 0.0194 0.1595
C -6.446316 1.297651 2.331413 0.4332 -0.0121 -0.0380
C -5.686036 0.837480 3.412318 0.1146 0.1825 -0.1278
C -4.301347 1.015946 3.424814 0.1370 -0.1636 -0.0803
O -1.498045 1.751697 3.699697 0.2220 -0.1208 -0.7811
O -1.662721 3.072190 1.537793 0.1085 -0.8248 0.4799
O 1.037144 -0.640595 1.889058 -1.5347 1.9237 -0.1026
H 3.703973 3.266699 2.432834 -0.0304 0.1217 0.0388
H 2.063220 3.871108 2.083024 0.1296 -0.1711 -0.0080
H 2.443416 3.164135 3.669969 -0.0327 0.0699 -0.2055
H 2.742088 1.539632 1.097819 -0.1927 -0.0288 0.2491
H 2.643414 0.947731 2.789263 -0.0620 0.0997 -0.2642
H -3.930633 2.696135 0.485143 -0.1905 -0.2383 0.1605
H -6.396094 2.341553 0.429265 0.0688 -0.0868 0.2575
H -7.522443 1.142286 2.316582 0.1963 0.0475 0.0160
H -6.163866 0.339836 4.255355 0.0798 0.1597 -0.2203
H -3.699335 0.699084 4.277936 -0.1744 0.0043 -0.3167
O 3.724161 -3.952088 -5.581593 -0.8556 1.4396 1.5780
C 3.156030 -3.296542 -4.802494 1.4417 -2.0925 -3.5740
Fe 2.170569 -2.733081 -3.454807 -0.9518 -1.4432 0.7327
C 0.853854 -3.945954 -3.731095 -0.6765 -3.1472 -0.9157
O 0.245444 -4.914148 -3.938757 0.9278 2.5044 0.5943
C 3.069682 -3.903797 -2.456558 1.4546 -3.5063 2.1141
O 3.559082 -4.862445 -2.014511 -0.8411 2.1791 -0.8395
C 0.955471 -1.029070 -1.119617 0.9587 -0.5803 -0.3978
C 2.262056 -0.779468 -0.760340 -0.6590 0.5103 1.1371
C 3.387302 -0.938358 -1.555408 1.0361 -0.1324 -0.5535
C 3.411265 -1.190818 -2.952258 1.7369 0.8531 0.1943
C 2.420467 -0.739892 -3.901281 -0.5716 1.2145 -0.2797
C 1.077172 -0.948172 -3.640931 0.1638 0.8687 -0.8530
C 0.644005 -1.564718 -2.418722 -2.9802 1.0091 1.0394
H 0.164053 -0.909967 -0.380052 0.2318 -0.4186 -0.2995
H 2.443835 -0.498809 0.276915 -0.0219 -0.0491 -0.3916
H 4.363431 -0.863579 -1.048659 -0.5028 -0.2740 -0.3129
H 4.417220 -1.391692 -3.351496 -0.4382 0.6117 0.1030
H 2.736954 -0.374099 -4.882868 -0.1008 -0.1713 0.3561
H 0.310939 -0.712926 -4.392675 0.4323 -0.2188 0.1285
H -0.341955 -2.062893 -2.457702 0.4356 0.6140 -0.1161